# 1
Below is a molecular structure, C31H25Br2CeN6O2SSe in a non-equilibrium geometry, with properties calculated with ωB97M-V with the def2-TZVPD basis set.

Geometry (Å):
1 H 4.32 -2.33 -4.04
2 Br -1.82 -3.46 -1.33
3 H 2.21 4.81 -4.28
4 C 2.00 2.04 -1.67
5 S 2.09 -2.55 -5.01
6 C -1.39 -1.54 2.44
7 C 0.60 2.50 0.81
8 N -4.74 0.06 4.32
9 H -0.52 1.22 -1.22
10 C 0.36 -3.18 3.86
11 N 1.94 1.06 -0.59
12 H 4.17 4.32 -2.85
13 C 3.30 3.71 -2.76
14 N -2.03 -0.55 0.40
15 C -3.72 -0.46 3.66
16 O 2.42 -1.36 0.51
17 N 1.26 -1.89 -2.69
18 C -1.54 -1.71 3.82
19 H -5.42 0.69 1.83
20 N -0.35 -2.16 1.78
21 O 3.07 -1.18 2.68
22 C 0.95 0.81 2.97
23 Se -4.32 -0.22 6.03
24 C -2.93 0.03 -0.38
25 H 0.24 4.49 -4.97
26 H 1.14 0.16 3.81
27 C 0.11 2.82 2.05
28 C -0.70 -5.02 -1.30
29 C 2.47 -0.77 1.74
30 H -1.05 -5.75 -0.59
31 C -0.41 1.55 -2.25
32 N -2.77 -0.98 5.74
33 C -0.59 -2.47 4.54
34 H -1.27 2.19 -2.47
35 H 1.19 -3.44 1.97
36 H 0.45 3.14 -0.02
37 H 1.15 -3.80 4.31
38 C -2.39 -0.85 1.64
39 C 0.86 -2.17 -3.87
40 Ce 0.36 -1.16 -0.43
41 C 0.25 1.98 3.15
42 H -0.99 4.04 -3.77
43 H 4.01 2.47 -1.10
44 H -0.17 -2.26 -4.20
45 C 1.62 0.48 1.79
46 H -4.91 0.87 -0.66
47 C -2.66 -1.04 4.46
48 H -0.71 -2.59 5.59
49 C 0.90 2.31 -2.47
50 C -0.12 3.72 -4.31
51 C 3.26 -2.26 -3.78
52 C 0.42 -2.93 2.53
53 C -3.57 -0.35 2.22
54 C 2.64 -1.92 -2.63
55 C 3.21 2.74 -1.79
56 Br 1.09 -4.47 -0.81
57 C -4.18 0.46 0.04
58 H 2.84 0.58 -0.50
59 C 1.01 3.30 -3.43
60 C -4.49 0.32 1.38
61 H -0.69 -5.40 -2.33
62 H -0.45 0.73 -3.01
63 C 2.21 4.00 -3.53
64 H -2.62 0.22 -1.39
65 C 1.40 1.37 0.68
66 H -0.44 2.86 -4.86
67 H 3.17 -1.79 -1.66
68 H -0.29 2.22 4.05
69 H -0.44 3.75 2.16

2S+1	2
orbital gap (alpha / beta)	0.2862 / 0.2865	hartree
expectation value of S²	0.7507
charge	+2
LUMO (alpha / beta)	-6.028 / -6.019	eV

***

# 2
Below is a molecular structure, C31H25BrI2N3O4SSeTi in a non-equilibrium geometry, with properties calculated with ωB97M-V with the def2-TZVPD basis set.

Geometry (Å):
1 C -4.46 -0.44 -0.38
2 H 1.60 3.80 -3.51
3 C 0.46 2.08 -4.08
4 C 2.93 1.89 -7.58
5 C 0.57 3.41 1.15
6 C 3.18 -2.87 2.74
7 Se 0.88 1.75 1.96
8 H -5.01 0.35 0.11
9 H 2.35 1.95 -8.51
10 H -0.59 0.40 -4.89
11 O 2.03 -0.32 -0.30
12 H 3.08 4.11 -0.94
13 H -2.85 -4.32 -2.80
14 Ti 0.24 0.15 -0.21
15 C -0.88 -1.32 -1.19
16 C -0.25 -2.33 -1.88
17 C 0.87 5.24 -0.12
18 C 2.03 1.99 -6.37
19 C 1.46 -1.66 1.55
20 C 0.73 -3.09 3.33
21 H -1.42 3.15 2.79
22 N -0.43 4.29 1.37
23 C -5.15 -1.54 -0.96
24 H 0.81 0.32 -6.94
25 C 2.23 2.98 -5.41
26 I 3.80 -4.20 4.22
27 C 1.80 -2.57 2.57
28 H 0.92 -3.81 4.13
29 H 3.02 3.71 -5.56
30 H -2.49 4.11 1.75
31 N 0.18 -1.22 1.33
32 O -0.74 3.42 -2.20
33 C 2.45 -1.11 0.67
34 C -0.26 5.42 0.57
35 H 1.35 5.86 -0.86
36 H 3.28 3.15 0.55
37 H -6.23 -1.59 -0.89
38 H 2.38 2.49 -0.81
39 C -2.31 -1.39 -1.11
40 C 1.46 3.03 -4.26
41 H -0.97 6.24 0.57
42 C -0.53 -2.68 3.07
43 C -2.31 -3.49 -2.36
44 C -3.03 -2.47 -1.69
45 H -0.40 -4.19 -2.99
46 Br -2.23 1.11 0.33
47 C -0.77 -1.72 2.06
48 C -4.45 -2.53 -1.59
49 C -3.11 -0.40 -0.47
50 S -0.47 2.06 -2.59
51 C 1.00 1.08 -6.18
52 C 0.21 1.11 -5.04
53 H 3.67 2.68 -7.59
54 H -1.77 -1.36 1.87
55 C -0.95 -3.41 -2.47
56 H 3.45 0.93 -7.59
57 C 2.61 3.39 -0.27
58 C 4.13 -2.29 1.95
59 I 5.20 -0.51 -0.28
60 C 3.76 -1.41 0.91
61 H -1.37 -3.08 3.63
62 H 0.83 -2.31 -1.98
63 H -1.55 4.90 3.04
64 H 5.18 -2.49 2.13
65 N 1.38 4.00 0.25
66 C -1.55 4.11 2.30
67 O -1.59 1.21 -2.82
68 O 0.51 1.44 -1.59
69 H -4.96 -3.37 -2.04

energy relative to the best compared isomer or geometry (same formula, charge and spin)	0.8810	eV
2S+1	2
orbital gap (alpha / beta)	0.2393 / 0.2782	hartree
expectation value of S²	0.7597
LUMO (alpha / beta)	-0.086 / -0.305	eV

***

# 3
Below is a molecular structure, C31H25Cl4F5 in a non-equilibrium geometry, with properties calculated with ωB97M-V with the def2-TZVPD basis set.

Geometry (Å):
1 C 8.22 23.48 -15.09
2 H -0.24 33.39 -14.94
3 H -0.14 30.40 -12.01
4 F 1.96 27.57 -8.93
5 H -3.01 28.76 -8.27
6 C 0.07 33.09 -13.95
7 C -0.54 22.79 -11.78
8 F 1.91 23.18 -14.41
9 H 7.11 36.94 -9.05
10 C 0.30 22.46 -12.78
11 C -1.57 27.23 -8.75
12 C 1.20 32.07 -11.68
13 C 5.49 23.64 -14.69
14 F 8.39 25.72 -14.55
15 C -1.97 28.53 -8.39
16 H 0.14 26.14 -11.59
17 Cl 4.31 30.22 -11.11
18 C -0.98 29.47 -8.32
19 C 4.49 28.49 -11.12
20 Cl 5.80 27.79 -12.10
21 H 1.27 34.80 -13.63
22 H 5.57 21.49 -15.20
23 C 5.27 35.07 -11.33
24 C 5.53 33.86 -10.76
25 H -1.22 22.03 -11.43
26 H 2.40 33.76 -11.52
27 C 1.61 33.30 -12.10
28 H 5.83 25.68 -14.14
29 H 1.22 29.82 -8.47
30 H 6.53 32.65 -9.45
31 H 7.66 34.78 -8.38
32 F 4.46 35.08 -12.49
33 C 5.76 36.22 -10.70
34 H 4.42 23.67 -14.53
35 H 7.81 21.38 -15.47
36 Cl 2.94 27.69 -11.63
37 C -0.26 26.89 -8.95
38 C 6.08 22.43 -15.07
39 H 5.12 33.00 -11.28
40 Cl 4.86 28.13 -9.47
41 C -0.34 31.82 -13.53
42 H 0.28 21.50 -13.29
43 H 1.75 31.63 -10.86
44 F -1.12 31.03 -14.29
45 C 0.34 29.20 -8.56
46 C 0.21 25.10 -11.86
47 C 7.62 24.66 -14.69
48 C 1.15 24.77 -12.85
49 C 6.67 36.16 -9.66
50 H -1.30 30.46 -8.05
51 H 5.42 37.22 -10.96
52 C 1.06 23.47 -13.36
53 H 1.89 25.44 -13.25
54 C 0.23 31.35 -12.36
55 C 7.41 22.36 -15.27
56 H 0.14 25.89 -9.12
57 C 6.93 34.87 -9.17
58 H 9.30 23.43 -15.10
59 C 0.99 33.83 -13.24
60 H -1.35 24.39 -10.66
61 C 0.70 27.92 -8.80
62 C 6.31 33.69 -9.68
63 C 6.26 24.72 -14.36
64 C -0.59 24.11 -11.38
65 H -2.39 26.56 -8.97

energy relative to the best compared isomer or geometry (same formula, charge and spin)	0.0000	eV
orbital gap	0.3427	hartree
LUMO	0.235	eV

***

# 4
Below is a molecular structure, C31H25ClFeNO6P2S in a non-equilibrium geometry, with properties calculated with ωB97M-V with the def2-TZVPD basis set.

Geometry (Å):
1 C -6.22 0.35 16.11
2 H -7.65 -6.31 12.35
3 C -5.37 -0.87 11.44
4 H -9.79 -5.19 17.47
5 H -5.85 -6.93 16.17
6 H -8.89 -4.38 13.29
7 C -8.90 -2.03 18.47
8 C -5.87 0.66 13.21
9 C -7.27 -1.26 12.80
10 C -6.22 1.57 16.84
11 C -15.09 1.87 15.79
12 H -9.17 -1.22 20.37
13 C -3.95 1.28 17.32
14 H -6.70 -2.09 16.19
15 C -8.03 -4.49 15.25
16 H -6.79 -2.55 11.18
17 N -7.61 -1.88 15.72
18 H -9.98 -5.42 20.00
19 O -10.04 -2.40 15.08
20 C -12.82 2.89 16.07
21 C -6.48 -1.65 11.76
22 H -8.44 -1.14 18.07
23 P -7.61 -0.16 15.20
24 H -5.63 1.48 13.84
25 S -11.86 -2.53 16.00
26 C -6.51 -6.35 15.53
27 C -12.62 5.24 16.31
28 O -11.72 -1.67 17.23
29 H -2.94 -0.33 16.16
30 H -7.18 2.09 16.91
31 C -5.11 2.02 17.51
32 H -6.33 -7.67 13.90
33 Fe -12.92 0.03 16.37
34 H -15.91 4.35 15.82
35 H -5.05 -1.32 15.38
36 C -12.01 3.99 16.37
37 H -8.20 -1.77 13.08
38 C -3.88 0.15 16.47
39 C -5.08 -0.34 15.90
40 H -16.07 2.07 15.40
41 H -3.07 1.54 17.88
42 C -9.73 -4.46 19.55
43 C -13.99 5.36 16.12
44 Cl -14.74 6.96 16.21
45 C -5.16 0.34 12.05
46 H -12.04 6.13 16.28
47 H -6.96 -4.93 17.13
48 O -12.17 1.70 16.11
49 O -14.80 0.64 16.28
50 C -9.11 -3.18 17.65
51 C -7.59 -5.99 13.37
52 O -12.06 -3.97 16.14
53 H -10.95 3.84 16.46
54 C -8.23 -4.90 13.95
55 C -7.16 -5.20 16.06
56 C -9.57 -4.40 18.18
57 P -8.82 -3.03 15.89
58 H -4.36 1.00 11.71
59 C -14.83 4.26 15.98
60 C -6.87 -0.23 13.60
61 H -10.22 -3.30 21.35
62 C -14.25 2.97 15.89
63 C -9.76 -3.29 20.36
64 C -9.29 -2.11 19.83
65 H -5.13 2.89 18.10
66 O -12.82 -1.83 15.05
67 H -4.79 -1.19 10.57
68 C -6.75 -6.70 14.21

energy relative to the best compared isomer or geometry (same formula, charge and spin)	2.9453	eV
2S+1	6
orbital gap (alpha / beta)	0.1075 / 0.1964	hartree
expectation value of S²	8.7930
LUMO (alpha / beta)	-1.417 / -1.368	eV

***

# 5
Below is a molecular structure, C31H25ClMgN6O2S2, with properties calculated with ωB97M-V with the def2-TZVPD basis set.

Geometry (Å):
1 H 5.69 -4.19 -2.73
2 H -5.09 2.05 -1.32
3 H -3.90 2.94 2.67
4 H 2.74 5.09 0.36
5 N 0.44 -1.73 2.94
6 C 4.99 -3.37 -2.65
7 C 4.24 -3.23 -1.49
8 N 0.70 1.82 0.11
9 C -0.32 -0.61 -2.23
10 H 2.46 -0.47 -2.33
11 C 2.84 2.93 0.34
12 S 2.33 -2.06 0.09
13 C 3.94 -1.42 -3.57
14 H 3.81 -0.71 -4.38
15 H -3.05 -1.38 -1.85
16 C -2.21 0.86 0.39
17 H 0.30 -1.45 -2.57
18 H -5.89 4.38 2.95
19 C -6.63 4.03 0.97
20 O 1.18 -2.91 -0.15
21 H 4.35 -3.91 -0.66
22 C 4.81 1.59 0.57
23 C 4.24 2.83 0.50
24 H -7.50 4.65 1.09
25 C 2.17 4.18 0.28
26 C -4.01 -4.14 -0.14
27 H -4.71 -4.97 -0.16
28 C -6.39 3.36 -0.23
29 N -0.50 -1.69 1.99
30 C -3.09 -2.16 -1.10
31 C 2.05 1.77 0.25
32 C 1.02 -0.56 3.26
33 C 4.03 0.41 0.48
34 S 0.32 0.97 3.23
35 C 3.33 -2.18 -1.39
36 C -1.27 -2.73 1.96
37 H -4.72 -3.24 -1.98
38 H 2.82 0.13 3.78
39 C -4.61 3.07 1.86
40 C 3.18 -1.27 -2.42
41 Cl 0.48 0.86 -3.13
42 H -3.07 -4.72 1.71
43 C 0.11 2.98 0.06
44 H 4.52 -0.54 0.57
45 C -5.27 2.56 -0.39
46 C 4.84 -2.46 -3.69
47 H 5.88 1.49 0.69
48 H 5.43 -2.58 -4.59
49 C -2.21 -2.93 0.88
50 N 2.30 -0.73 3.74
51 O 3.24 -2.46 1.16
52 H -1.18 -3.49 2.73
53 C -4.35 2.39 0.65
54 H -7.09 3.47 -1.06
55 H -1.25 -0.69 -2.80
56 N -2.20 -2.04 -0.13
57 H 4.84 3.73 0.57
58 C -4.02 -3.19 -1.16
59 C -5.72 3.87 2.01
60 N 1.79 -0.59 0.18
61 Mg -0.42 -0.45 0.04
62 H 0.26 5.14 0.11
63 H -0.97 2.95 -0.03
64 C 2.66 0.48 0.31
65 H 2.78 -1.50 3.29
66 C -3.10 -4.01 0.89
67 C 0.81 4.20 0.15
68 C -3.19 1.58 0.50

energy relative to the best compared isomer or geometry (same formula, charge and spin)	0.3735	eV
orbital gap	0.2233	hartree
charge	-2
LUMO	4.512	eV

***

# 6
Below is a molecular structure, C31H25IO3OsP in a non-equilibrium geometry, with properties calculated with ωB97M-V with the def2-TZVPD basis set.

Geometry (Å):
1 H 1.67 2.05 4.62
2 O 0.56 1.66 0.82
3 C -3.44 1.54 -1.08
4 H -5.42 0.97 2.19
5 H -4.65 -1.36 -2.10
6 H -4.69 -2.43 -0.23
7 H 3.07 -3.79 4.30
8 H -3.84 -0.75 1.42
9 C -3.73 -1.67 -5.31
10 C -5.03 2.30 0.56
11 H -2.02 -1.69 -7.30
12 C 1.33 3.24 2.39
13 H -4.43 3.44 -1.17
14 C 1.09 0.78 2.97
15 C -1.42 -3.38 -0.15
16 C -3.29 0.34 -0.36
17 C -2.37 -1.29 -5.22
18 C -4.01 -1.33 -2.97
19 C -3.96 -4.31 0.45
20 H 1.25 3.88 1.52
21 C -0.23 -0.98 -6.34
22 H -5.60 -1.92 -4.27
23 C -2.85 -5.12 0.67
24 H -2.90 1.70 -2.00
25 Os -0.24 0.03 -0.13
26 I 0.40 0.88 -2.53
27 C 2.41 -3.61 5.15
28 O 0.15 -0.92 1.52
29 H 2.81 -4.11 6.03
30 H 2.35 3.26 2.77
31 C 1.95 0.01 5.10
32 C -2.53 -2.56 -0.36
33 H -0.72 -5.29 0.52
34 C 1.26 -1.62 3.44
35 O 2.37 -2.22 5.48
36 C -4.31 2.51 -0.62
37 H 1.31 -0.09 -5.15
38 C -4.87 1.13 1.28
39 C 0.95 1.84 2.03
40 C 0.29 -0.46 -5.16
41 H 2.33 0.21 6.09
42 C 0.82 -0.58 2.60
43 C -3.81 -3.04 -0.07
44 H -4.96 -4.67 0.68
45 C -4.55 -1.66 -4.19
46 C -1.57 -1.35 -6.37
47 C -1.58 -4.65 0.36
48 C 1.58 1.03 4.27
49 C -0.50 -0.37 -4.03
50 H 0.39 -1.05 -7.22
51 C 1.87 -1.33 4.66
52 H -0.42 -3.02 -0.39
53 H -4.12 -1.96 -6.27
54 H -5.71 3.06 0.91
55 C -1.83 -0.86 -3.96
56 P -2.18 -0.92 -1.03
57 H 1.09 -2.64 3.12
58 C -2.66 -0.98 -2.81
59 H 1.41 -4.00 4.94
60 C -3.99 0.15 0.84
61 H 0.67 3.62 3.18
62 H -2.98 -6.11 1.08

energy relative to the best compared isomer or geometry (same formula, charge and spin)	0.3959	eV
2S+1	5
orbital gap (alpha / beta)	0.2370 / 0.1243	hartree
expectation value of S²	6.0485
charge	+3
LUMO (alpha / beta)	-9.678 / -12.635	eV

***

# 7
Below is a molecular structure, C31H26AsBr2KN3O, with properties calculated with ωB97M-V with the def2-TZVPD basis set.

Geometry (Å):
1 N 3.82 -2.36 -1.39
2 N 0.50 0.39 1.82
3 H -0.46 -6.00 -3.24
4 C -1.83 0.92 2.12
5 C -1.43 -4.19 -0.54
6 C -0.89 -4.48 -1.79
7 Br -5.71 1.45 3.45
8 C -3.69 -2.12 1.70
9 H 4.93 -3.71 -2.56
10 H 0.60 -3.29 4.67
11 K 0.29 0.61 -0.91
12 C 3.69 -1.04 -1.51
13 C -3.09 1.38 0.27
14 C -0.28 -3.04 4.09
15 C -4.27 1.50 1.00
16 Br 1.23 -0.19 6.37
17 H -5.30 -1.98 3.12
18 H -3.58 -2.36 4.51
19 C 5.06 -3.05 -1.71
20 H 2.10 -2.64 -0.23
21 C 1.70 0.06 2.29
22 H -7.01 -1.56 1.41
23 C -0.49 0.57 2.69
24 C -5.64 -1.65 -0.23
25 H -2.38 -5.00 1.21
26 C 2.66 -3.16 -1.00
27 C -4.18 1.31 2.37
28 C -3.35 -2.07 0.34
29 H -0.50 -3.68 -2.40
30 H -2.33 -7.32 0.38
31 C 1.99 -0.12 3.63
32 C -0.30 0.42 4.06
33 H 2.48 -0.08 1.54
34 C -1.39 -6.81 -1.48
35 H 4.62 -0.53 -1.82
36 H -1.10 0.57 4.77
37 O 2.65 -0.42 -1.30
38 H 5.39 -3.64 -0.85
39 C 0.95 0.07 4.52
40 C -2.63 -2.51 4.00
41 H 3.00 -4.12 -0.62
42 H 2.98 -0.40 3.96
43 C -1.33 -2.60 1.97
44 N -1.90 1.10 0.80
45 H -6.40 -1.47 -0.98
46 H -1.56 -2.92 5.80
47 H -5.20 1.73 0.52
48 H 5.83 -2.32 -1.94
49 H 2.00 -3.33 -1.85
50 As -1.45 -2.34 0.06
51 H -1.37 -7.83 -1.84
52 C -1.95 -5.22 0.24
53 H -2.90 0.84 4.00
54 C -1.93 -6.53 -0.23
55 H 0.76 -3.07 2.21
56 C -5.98 -1.70 1.11
57 C -4.32 -1.83 -0.62
58 C -5.01 -1.94 2.08
59 C -0.87 -5.79 -2.26
60 C -2.56 -2.41 2.61
61 H -4.05 -1.79 -1.67
62 C -1.50 -2.83 4.73
63 C -0.19 -2.91 2.71
64 C -2.96 1.01 2.94
65 H -3.13 1.52 -0.80

energy relative to the best compared isomer or geometry (same formula, charge and spin)	0.0000	eV
orbital gap	0.2987	hartree
charge	+1
LUMO	-2.638	eV

***

The records above yield DFT total energy values of -274774.214 -230757.020 -96227.107 -122647.794 -85227.572 -58522.806 -256333.089 eV, respectively.